C4H8ClO4SSi | ωB97M-V with the def2-TZVPD basis set

```
19
C4H8ClO4SSi (ωB97M-V with the def2-TZVPD basis set)
C -0.387 1.565 -0.617
C -0.452 -0.760 1.954
C -1.639 -1.804 -0.791
C -0.227 2.806 -1.056
O -1.512 1.017 -0.138
O 0.487 0.563 -0.727
O 2.958 0.915 1.213
O 3.723 0.347 -1.039
Si -0.594 -0.455 0.020
S 3.320 -0.119 0.237
Cl 1.482 -1.854 -0.338
H -0.196 -1.860 2.121
H 0.183 -0.186 2.598
H -1.476 -0.609 2.385
H -0.976 -2.194 -1.583
H -1.826 -2.534 -0.095
H -2.519 -1.271 -1.164
H -1.066 3.414 -1.371
H 0.719 3.021 -1.610
```

Values from the calculation:
HOMO energy	-4.79	eV
max |F|	3.6	eV/A
gap between HOMO and LUMO	8.208	eV
charge	-1
LUMO energy	0.1257	hartree
E_tot	-43706.9334	eV

And the Mulliken charges, in e, turn out to be: 0.64 -1.05 -1.17 -0.90 -0.58 -0.32 -0.47 -0.42 0.72 0.66 -0.55 0.24 0.38 0.30 0.34 0.35 0.32 0.27 0.25

---

C3H2NO3S | ωB97M-V with the def2-TZVPD basis set

```
10
C3H2NO3S (ωB97M-V with the def2-TZVPD basis set)
C -0.124 1.836 0.422
C 0.791 0.789 0.724
C -0.777 -0.546 -0.119
N -1.278 1.641 -0.118
O 0.813 -1.941 -1.520
O -1.128 -3.011 -0.370
O 0.306 -0.385 0.452
S -0.655 -2.037 -1.340
H 0.366 2.827 0.733
H 1.686 0.827 1.136
```

Values from the calculation:
HOMO energy (alpha / beta)	-3.73 / -3.73	eV
max |F|	4.3	eV/A
energy relative to the best compared isomer or geometry (same formula, charge and spin)	635.3	kJ/mol
gap between HOMO and LUMO (alpha / beta)	7.256 / 7.258	eV
charge	-1
LUMO energy (alpha / beta)	0.1295 / 0.1296	hartree
E_tot	-21606.2591	eV

And the Mulliken charges, in e, turn out to be: 0.28 -0.61 0.00 -0.65 -0.58 -0.57 -0.12 0.52 0.25 0.50

---

Question: max |F| of number 2 (C3H2NO3S)?
Answer: 4.3 eV/A